[1]
{"formula": "C7H14OPSSn", "method": "ωB97M-V with the def2-TZVPD basis set", "de_lowest_kj_mol": 52.0, "total_charge": -1, "elements": ["C", "C", "C", "C", "C", "Sn", "P", "H", "H", "H", "H", "H", "H", "H", "H", "C", "S", "C", "O", "H", "H", "H", "H", "H", "H"], "positions_angstrom": [[-3.942, -0.042, -0.553], [-3.702, -1.131, -1.393], [-2.898, -0.723, -2.506], [-2.607, 0.674, -2.404], [-3.186, 1.197, -1.244], [-0.224, 1.418, 1.929], [0.238, -0.852, 3.231], [-4.508, 0.022, 0.371], [-4.074, -2.140, -1.225], [-2.560, -1.376, -3.309], [-3.171, 2.205, -0.842], [-2.010, 1.246, -3.111], [1.288, -1.694, 2.748], [-0.912, -1.705, 3.214], [0.511, -0.704, 4.630], [3.590, -0.268, 1.224], [2.849, 1.203, 0.510], [3.144, 0.890, -1.238], [1.296, 0.902, 0.618], [4.608, 0.016, 1.514], [3.626, -1.053, 0.459], [3.026, -0.601, 2.103], [3.130, -0.190, -1.424], [2.363, 1.394, -1.816], [4.124, 1.311, -1.486]]}



[2]
{"formula": "C41H48AsN4PPdS2Si2", "method": "ωB97M-V with the def2-TZVPD basis set", "de_lowest_kj_mol": 31.9, "total_charge": 2, "spin_multiplicity": 5, "elements": ["Pd", "N", "C", "C", "C", "C", "C", "N", "C", "C", "C", "C", "C", "N", "H", "H", "H", "H", "H", "H", "H", "H", "H", "C", "C", "C", "C", "C", "C", "P", "C", "C", "C", "C", "C", "C", "C", "C", "C", "C", "C", "C", "C", "C", "C", "C", "H", "H", "H", "H", "H", "H", "H", "H", "H", "H", "H", "H", "H", "H", "H", "H", "S", "C", "N", "C", "C", "S", "H", "H", "H", "H", "H", "C", "Si", "C", "C", "As", "Si", "C", "C", "C", "H", "H", "H", "H", "H", "H", "H", "H", "H", "H", "H", "H", "H", "H", "H", "H", "H", "H"], "positions_angstrom": [[-0.161, 0.464, 0.239], [2.382, 0.543, 2.545], [1.165, 0.339, 3.183], [1.224, 0.312, 4.584], [0.080, 0.098, 5.309], [-1.119, -0.069, 4.622], [-1.090, -0.024, 3.251], [0.027, 0.151, 2.521], [2.796, 0.803, 1.259], [4.231, 0.892, 1.144], [4.820, 0.917, -0.115], [4.017, 0.997, -1.210], [2.543, 1.165, -1.075], [1.986, 0.898, 0.252], [3.149, 0.543, 3.198], [2.171, 0.466, 5.083], [0.114, 0.068, 6.389], [-2.052, -0.231, 5.142], [-2.002, -0.125, 2.687], [4.834, 0.851, 2.040], [5.896, 0.862, -0.214], [4.422, 1.006, -2.213], [2.072, 0.445, -1.754], [0.425, -1.325, -5.429], [-0.389, -1.755, -4.387], [-0.608, -0.933, -3.294], [-0.007, 0.327, -3.245], [0.796, 0.762, -4.296], [1.012, -0.069, -5.387], [-0.381, 1.388, -1.844], [0.690, 2.806, -1.832], [2.168, 2.579, -1.612], [2.803, 3.701, -0.845], [2.250, 4.935, -0.828], [0.977, 5.168, -1.399], [0.187, 4.079, -1.800], [-2.117, 1.824, -1.910], [-2.752, 2.611, -2.832], [-4.160, 2.683, -2.825], [-4.887, 1.917, -1.957], [-4.253, 1.043, -1.039], [-4.971, 0.162, -0.194], [-4.294, -0.728, 0.589], [-2.877, -0.734, 0.625], [-2.138, 0.169, -0.087], [-2.838, 1.025, -0.993], [0.592, -1.968, -6.282], [-0.863, -2.726, -4.436], [-1.263, -1.253, -2.491], [1.220, 1.759, -4.283], [1.626, 0.272, -6.209], [2.639, 2.609, -2.614], [3.771, 3.524, -0.394], [2.773, 5.753, -0.351], [0.561, 6.164, -1.413], [-0.860, 4.251, -2.006], [-2.192, 3.163, -3.576], [-4.664, 3.323, -3.536], [-5.969, 1.945, -1.982], [-6.054, 0.173, -0.216], [-4.837, -1.441, 1.196], [-2.386, -1.471, 1.239], [-0.455, 2.912, 1.174], [-1.740, 3.024, 2.242], [-2.955, 2.519, 2.107], [-3.870, 2.648, 3.236], [-3.358, 3.824, 4.062], [-1.567, 3.899, 3.733], [-3.185, 1.957, 1.300], [-3.872, 1.721, 3.817], [-4.880, 2.829, 2.871], [-3.519, 3.676, 5.126], [-3.810, 4.767, 3.761], [1.270, -4.396, 2.130], [-0.300, -3.923, 1.225], [-1.582, -3.543, 2.537], [-0.990, -5.256, 0.119], [0.336, -2.051, -0.147], [2.369, -2.911, -1.093], [2.821, -2.092, -2.717], [3.646, -2.561, 0.252], [2.260, -4.744, -1.435], [1.040, -5.206, 2.826], [1.648, -3.555, 2.716], [2.068, -4.741, 1.474], [-1.628, -4.443, 3.158], [-2.582, -3.382, 2.136], [-1.312, -2.716, 3.194], [-1.177, -6.148, 0.723], [-0.333, -5.535, -0.701], [-1.947, -4.940, -0.302], [2.309, -1.160, -2.942], [2.594, -2.783, -3.531], [3.898, -1.910, -2.733], [3.263, -1.913, 1.041], [4.531, -2.088, -0.177], [3.967, -3.493, 0.718], [1.499, -4.969, -2.183], [2.084, -5.360, -0.555], [3.225, -5.043, -1.856]]}



[3]
{"formula": "C42H77FN2O22P", "method": "ωB97M-V with the def2-TZVPD basis set", "total_charge": 1, "elements": ["C", "C", "C", "C", "C", "C", "F", "C", "C", "O", "C", "O", "C", "C", "O", "C", "N", "C", "C", "C", "C", "C", "O", "C", "C", "C", "C", "N", "P", "C", "C", "C", "H", "H", "H", "H", "H", "H", "H", "H", "H", "H", "H", "H", "H", "H", "H", "H", "H", "H", "H", "H", "H", "H", "H", "H", "H", "H", "H", "H", "H", "H", "H", "H", "H", "H", "H", "H", "H", "H", "H", "H", "H", "C", "O", "C", "O", "O", "C", "H", "H", "H", "H", "H", "H", "C", "O", "C", "O", "O", "C", "H", "H", "H", "H", "H", "H", "C", "O", "C", "O", "O", "C", "H", "H", "H", "H", "H", "H", "C", "O", "C", "O", "O", "C", "H", "H", "H", "H", "H", "H", "C", "O", "C", "O", "O", "C", "H", "H", "H", "H", "H", "H", "C", "O", "C", "O", "O", "C", "H", "H", "H", "H", "H", "H"], "positions_angstrom": [[5.944, -3.557, 0.308], [4.958, -3.145, -0.298], [3.523, -2.604, -0.518], [2.431, -3.598, -0.615], [2.684, -5.161, -0.489], [2.096, -5.757, 0.893], [2.188, -5.880, -1.618], [1.019, -3.065, -0.852], [-0.147, -4.095, -1.020], [-0.119, -4.499, -2.426], [-1.439, -4.691, -2.915], [-1.793, -3.511, -3.646], [-3.053, -3.657, -4.333], [-4.197, -3.252, -3.287], [-4.096, -1.846, -3.002], [0.829, -1.555, -0.918], [-0.512, -1.085, -1.141], [-1.238, -0.699, 0.095], [-1.729, -1.904, 1.009], [-3.196, -2.379, 0.514], [-4.344, -1.384, 1.094], [2.038, -0.646, -0.799], [1.937, 0.724, -0.903], [1.465, 1.366, 0.315], [0.272, 2.355, -0.129], [0.581, 2.987, -1.556], [1.894, 3.893, -1.591], [3.341, -1.192, -0.625], [4.844, -0.216, -0.542], [5.030, 0.557, -2.272], [4.712, 1.214, 0.663], [6.174, 1.810, 0.997], [6.821, -3.882, 0.928], [3.795, -5.402, -0.450], [1.548, -6.706, 0.614], [2.972, -5.984, 1.580], [1.433, -4.958, 1.329], [-0.048, -5.036, -0.409], [-1.180, -3.678, -0.847], [-1.386, -5.543, -3.675], [-2.195, -5.006, -2.135], [-3.063, -2.880, -5.163], [-3.236, -4.702, -4.736], [-5.223, -3.445, -3.724], [-4.099, -3.894, -2.362], [-4.366, -1.310, -3.772], [-1.082, -1.747, -1.678], [-2.185, -0.160, -0.249], [-0.701, 0.027, 0.761], [-0.990, -2.747, 1.137], [-1.890, -1.471, 2.054], [-3.474, -3.406, 0.901], [-3.268, -2.312, -0.624], [-4.754, -0.686, 0.307], [-5.224, -1.934, 1.536], [-3.943, -0.719, 1.931], [2.235, 2.063, 0.784], [1.163, 0.655, 1.138], [0.239, 3.152, 0.676], [-0.734, 1.851, -0.149], [-0.294, 3.689, -1.772], [0.551, 2.222, -2.397], [2.196, 4.285, -0.569], [1.667, 4.780, -2.249], [2.710, 3.303, -2.103], [5.848, -0.053, -2.777], [5.417, 1.616, -2.208], [4.091, 0.442, -2.882], [4.185, 2.063, 0.107], [4.119, 0.984, 1.596], [6.802, 1.110, 1.612], [6.634, 2.077, -0.006], [5.986, 2.807, 1.513], [5.896, 8.295, 2.899], [6.271, 8.011, 1.551], [5.655, 6.948, 1.021], [4.845, 6.247, 1.576], [6.096, 6.797, -0.236], [5.518, 5.693, -0.925], [6.455, 9.172, 3.221], [4.830, 8.521, 2.963], [6.152, 7.461, 3.554], [4.437, 5.817, -1.013], [5.759, 4.755, -0.420], [5.944, 5.664, -1.927], [-3.249, -3.788, 4.276], [-4.083, -4.058, 5.399], [-4.468, -2.963, 6.071], [-4.169, -1.826, 5.799], [-5.238, -3.352, 7.091], [-5.725, -2.280, 7.903], [-2.997, -4.741, 3.811], [-3.772, -3.172, 3.542], [-2.323, -3.306, 4.596], [-6.350, -1.606, 7.315], [-4.898, -1.737, 8.362], [-6.334, -2.715, 8.694], [6.411, -5.061, -3.913], [7.736, -4.732, -4.312], [8.639, -4.897, -3.341], [8.405, -5.277, -2.221], [9.841, -4.564, -3.827], [10.909, -4.691, -2.889], [5.753, -4.888, -4.764], [6.340, -6.113, -3.631], [6.087, -4.420, -3.091], [11.012, -5.727, -2.560], [10.753, -4.030, -2.035], [11.829, -4.395, -3.392], [-5.766, 5.498, -0.236], [-4.587, 4.710, -0.408], [-4.480, 4.135, -1.611], [-5.270, 4.231, -2.517], [-3.338, 3.432, -1.637], [-3.094, 2.761, -2.873], [-5.744, 5.911, 0.771], [-5.785, 6.323, -0.949], [-6.660, 4.880, -0.338], [-3.006, 3.478, -3.691], [-3.882, 2.035, -3.080], [-2.148, 2.227, -2.781], [-6.603, 4.525, -4.976], [-6.237, 4.230, -6.327], [-6.852, 3.159, -6.843], [-7.653, 2.459, -6.275], [-6.421, 2.999, -8.103], [-6.998, 1.885, -8.782], [-6.046, 5.406, -4.665], [-7.670, 4.747, -4.906], [-6.338, 3.701, -4.318], [-8.080, 2.001, -8.863], [-6.747, 0.952, -8.275], [-6.577, 1.856, -9.787], [-2.371, 2.894, 11.236], [-1.983, 2.603, 9.893], [-2.596, 1.536, 9.363], [-3.412, 0.841, 9.914], [-2.143, 1.376, 8.111], [-2.718, 0.266, 7.421], [-1.814, 3.772, 11.559], [-3.437, 3.122, 11.287], [-2.123, 2.063, 11.898], [-3.796, 0.390, 7.322], [-2.482, -0.669, 7.933], [-2.282, 0.232, 6.424]]}



[4]
{"formula": "C23H31MoN2O2PSe2Te2", "method": "ωB97M-V with the def2-TZVPD basis set", "de_lowest_kj_mol": 100.1, "total_charge": 0, "elements": ["Mo", "O", "C", "C", "C", "C", "C", "C", "C", "N", "N", "C", "O", "C", "C", "C", "C", "C", "C", "H", "H", "H", "H", "H", "H", "H", "H", "H", "H", "Se", "Te", "Te", "Se", "C", "C", "C", "P", "C", "C", "C", "C", "C", "C", "H", "H", "H", "H", "H", "H", "H", "H", "H", "H", "H", "H", "H", "H", "H", "H", "H", "H", "H", "H", "H"], "positions_angstrom": [[0.252, -0.875, -1.339], [0.766, 0.152, -2.691], [1.851, 0.701, -3.263], [1.786, 1.237, -4.540], [2.922, 1.770, -5.120], [4.127, 1.774, -4.423], [4.186, 1.253, -3.149], [3.057, 0.703, -2.531], [3.162, 0.117, -1.222], [2.179, -0.432, -0.586], [2.486, -1.050, 0.600], [1.477, -1.761, 1.002], [0.379, -1.775, 0.262], [1.516, -2.524, 2.243], [0.555, -3.508, 2.471], [0.584, -4.237, 3.647], [1.560, -3.983, 4.600], [2.517, -3.001, 4.372], [2.502, -2.274, 3.197], [0.842, 1.210, -5.069], [2.875, 2.176, -6.121], [5.018, 2.173, -4.889], [5.122, 1.248, -2.602], [4.137, 0.088, -0.744], [-0.193, -3.714, 1.715], [-0.154, -5.010, 3.814], [1.582, -4.556, 5.518], [3.278, -2.806, 5.116], [3.244, -1.512, 2.998], [-1.740, -1.936, -2.282], [-0.978, -5.972, -2.782], [-0.347, -3.583, -3.647], [1.698, -2.863, -2.424], [0.324, 1.018, 2.123], [-0.791, 1.758, 1.382], [-1.845, 2.230, 2.386], [-1.397, 0.774, -0.089], [-2.888, -0.221, 0.437], [-4.212, 0.501, 0.684], [-2.538, -1.163, 1.596], [-2.096, 2.088, -1.227], [-0.990, 2.690, -2.101], [-2.847, 3.239, -0.555], [0.670, 1.626, 2.962], [1.179, 0.830, 1.479], [-0.026, 0.065, 2.526], [-0.343, 2.642, 0.914], [-2.254, 1.394, 2.952], [-2.666, 2.768, 1.922], [-1.368, 2.905, 3.099], [-3.058, -0.852, -0.439], [-4.174, 1.163, 1.548], [-4.977, -0.255, 0.875], [-4.529, 1.065, -0.193], [-2.544, -0.640, 2.552], [-1.559, -1.617, 1.455], [-3.272, -1.968, 1.648], [-2.788, 1.537, -1.873], [-0.167, 3.074, -1.492], [-1.392, 3.522, -2.683], [-0.599, 1.962, -2.799], [-2.167, 3.852, 0.038], [-3.665, 2.907, 0.077], [-3.267, 3.878, -1.334]]}



[5]
{"formula": "C6H6N2O2", "method": "ωB97M-V with the def2-TZVPD basis set", "de_lowest_kj_mol": 126.6, "total_charge": 0, "smiles": "O=C(O)/C=C\\c1ncc[nH]1", "elements": ["O", "C", "O", "C", "C", "C", "N", "C", "C", "N", "H", "H", "H", "H", "H", "H"], "positions_angstrom": [[3.602, -0.181, -0.195], [2.442, -0.079, -0.108], [1.715, -1.235, 0.016], [1.751, 1.153, -0.081], [0.429, 1.464, 0.113], [-0.811, 0.520, -0.049], [-1.980, 1.068, -0.212], [-2.870, 0.021, -0.127], [-2.155, -1.189, -0.021], [-0.851, -0.799, 0.127], [2.585, -1.805, -0.038], [2.437, 1.959, 0.333], [0.102, 2.475, 0.427], [-3.893, 0.201, -0.293], [-2.472, -2.282, -0.067], [-0.031, -1.291, 0.174]]}



[6]
{"formula": "C7H12O3", "method": "ωB97M-V with the def2-TZVPD basis set", "de_lowest_kj_mol": 131.8, "total_charge": 0, "smiles": "OC[C@@]1(O)[C@@H]2CCO[C@H]1C2", "elements": ["O", "C", "C", "O", "C", "C", "C", "O", "C", "C", "H", "H", "H", "H", "H", "H", "H", "H", "H", "H", "H", "H"], "positions_angstrom": [[2.942, 0.188, 0.353], [1.993, -0.588, -0.339], [0.584, -0.031, -0.281], [0.668, 1.342, -0.693], [-0.525, -0.969, -0.824], [-1.771, -0.142, -1.137], [-2.285, 0.528, 0.148], [-1.239, 0.846, 1.070], [-0.145, -0.054, 1.075], [-0.598, -1.501, 0.627], [2.727, 1.120, 0.247], [2.272, -0.680, -1.404], [2.040, -1.599, 0.085], [-0.164, 1.790, -0.502], [-0.255, -1.660, -1.634], [-1.532, 0.605, -1.907], [-2.564, -0.788, -1.539], [-3.008, -0.129, 0.654], [-2.798, 1.472, -0.071], [0.412, 0.087, 2.009], [-1.571, -1.838, 1.003], [0.141, -2.272, 0.866]]}



[7]
{"formula": "C33H23N2O3", "method": "ωB97M-V with the def2-TZVPD basis set", "total_charge": -1, "elements": ["C", "N", "O", "O", "C", "C", "C", "C", "C", "N", "C", "C", "H", "H", "H", "H", "H", "C", "C", "C", "C", "C", "C", "C", "C", "C", "C", "C", "C", "C", "C", "C", "C", "C", "C", "C", "C", "C", "C", "C", "O", "C", "C", "H", "H", "H", "H", "H", "H", "H", "H", "H", "H", "H", "H", "H", "H", "H", "H", "H", "H"], "positions_angstrom": [[2.601, -0.122, 2.299], [1.581, -0.536, 3.105], [0.509, 0.134, 3.231], [1.703, -1.627, 3.741], [3.855, -0.802, 2.327], [4.045, -2.093, 2.898], [5.280, -2.723, 2.838], [6.382, -2.084, 2.247], [7.649, -2.748, 2.130], [8.690, -3.273, 2.014], [6.237, -0.777, 1.752], [5.005, -0.143, 1.815], [2.486, 0.867, 1.854], [3.217, -2.546, 3.424], [5.375, -3.728, 3.245], [7.103, -0.278, 1.300], [4.901, 0.898, 1.492], [-3.213, 4.549, 3.736], [-2.250, 4.900, 2.777], [-1.865, 3.975, 1.803], [-2.506, 2.716, 1.709], [-2.117, 1.783, 0.627], [-0.814, 1.668, 0.213], [-0.390, 0.716, -0.778], [0.979, 0.381, -0.928], [1.532, -0.330, -2.044], [1.002, -0.200, -3.367], [1.416, -1.042, -4.399], [2.415, -1.998, -4.160], [3.030, -2.070, -2.896], [2.646, -1.209, -1.874], [-1.435, 0.095, -1.554], [-2.770, 0.162, -1.222], [-3.803, -0.553, -2.009], [-3.664, -0.646, -3.415], [-4.609, -1.327, -4.188], [-5.676, -1.997, -3.568], [-5.817, -1.937, -2.173], [-4.917, -1.186, -1.414], [-3.167, 0.952, -0.028], [-4.338, 0.950, 0.379], [-3.480, 2.388, 2.677], [-3.811, 3.282, 3.697], [-3.500, 5.261, 4.504], [-1.791, 5.890, 2.778], [-1.091, 4.220, 1.067], [-0.051, 2.296, 0.688], [1.636, 0.645, -0.100], [0.252, 0.570, -3.559], [0.944, -0.951, -5.382], [2.710, -2.671, -4.965], [3.820, -2.807, -2.728], [3.166, -1.217, -0.910], [-1.144, -0.498, -2.418], [-2.816, -0.143, -3.894], [-4.508, -1.336, -5.276], [-6.399, -2.551, -4.164], [-6.630, -2.468, -1.672], [-5.072, -1.083, -0.341], [-3.980, 1.421, 2.612], [-4.542, 2.981, 4.450]]}



[8]
{"formula": "C7H16N2O", "method": "ωB97M-V with the def2-TZVPD basis set", "de_lowest_kj_mol": 533.2, "total_charge": 0, "elements": ["C", "N", "C", "C", "H", "H", "H", "H", "H", "H", "H", "C", "C", "C", "N", "C", "O", "H", "H", "H", "H", "H", "H", "H", "H", "H"], "positions_angstrom": [[1.527, 0.475, -1.065], [1.524, 1.884, -0.697], [0.824, -0.803, 0.877], [1.363, -0.738, 2.127], [2.131, 2.425, -1.307], [1.887, 1.949, 0.256], [2.394, 0.001, -0.595], [1.725, 0.343, -2.131], [1.238, -1.530, 0.189], [2.338, -1.186, 2.278], [0.890, -0.241, 2.962], [-1.447, -1.743, 0.958], [-1.176, 0.687, 1.042], [-1.096, 0.780, -2.057], [-0.592, -0.589, 0.563], [-0.329, -0.337, -1.404], [-0.253, -1.432, -1.928], [-1.185, -2.599, 0.339], [-2.504, -1.500, 0.832], [-1.291, -1.970, 2.012], [-0.490, 1.509, 0.850], [-2.125, 0.833, 0.525], [-1.395, 0.626, 2.106], [-1.221, 0.532, -3.111], [-2.105, 0.860, -1.646], [-0.633, 1.762, -1.974]]}



no.,DFT total energy (Ha)
1,-1303.9869
2,-5890.1013
3,-3852.0818
4,-6903.5434
5,-492.1952
6,-499.5963
7,-1606.4892
8,-460.9007